1.
The following is a quantum chemistry calculation of a molecular structure, C7H10, from OMol25.

Calculated values
multiplicity	1
HOMO-LUMO gap (spin up / spin down)	0.3038 / 0.3003	hartree
LUMO energy (spin up / spin down)	0.012 / 0.011	hartree
energy above the lowest of the compared OMol25 structures with the same formula, charge and spin	629.7	kJ/mol
total energy	-272.47817	a.u.
E_HOMO (spin up / spin down)	-7.95 / -7.88	eV

Element x y z (Å)
C (1.392, -0.469, -0.002)
C (0.522, 0.703, 0.549)
C (-0.253, 1.054, -0.525)
C (-1.180, -0.133, -0.540)
C (-1.801, -0.107, 0.861)
C (-0.364, -0.313, 1.305)
C (-0.016, -1.156, 0.048)
H (1.913, -0.339, -0.951)
H (2.054, -0.941, 0.736)
H (2.342, 1.906, -1.276)
H (1.989, 1.706, -1.898)
H (0.114, 1.532, -1.425)
H (-1.757, -0.343, -1.444)
H (-2.308, 0.822, 1.143)
H (-2.430, -0.977, 1.063)
H (-0.044, -0.622, 2.303)
H (-0.132, -2.251, 0.038)

2.
The following is a quantum chemistry calculation of a single C7H10 molecule, from OMol25.

Calculated values
multiplicity	1
HOMO-LUMO gap	0.3712	hartree
SMILES	C1[C@@H]2CC3(CC3)[C@H]12
LUMO energy	0.044	hartree
energy above the lowest of the compared OMol25 structures with the same formula, charge and spin	277.6	kJ/mol
total energy	-272.61228	a.u.
E_HOMO	-8.91	eV

Element x y z (Å)
C (1.947, 0.526, 0.675)
C (1.273, -0.772, 0.422)
C (0.589, -0.693, -0.957)
C (-0.459, 0.205, -0.280)
C (-1.785, -0.445, -0.011)
C (-1.718, 0.921, -0.651)
C (0.452, 0.441, 0.893)
H (2.460, 1.064, -0.124)
H (2.467, 0.568, 1.634)
H (1.476, -1.705, 0.940)
H (0.198, -1.627, -1.369)
H (1.228, -0.203, -1.701)
H (-2.036, -1.286, -0.656)
H (-2.131, -0.556, 1.016)
H (-2.031, 1.040, -1.685)
H (-2.000, 1.746, 0.000)
H (0.070, 0.775, 1.854)

3.
The following is a quantum chemistry calculation of a single C7H10 molecule, from OMol25.

Calculated values
multiplicity	1
HOMO-LUMO gap	0.3647	hartree
SMILES	C[C@@H]1[C@@H]2C=CC[C@H]12
LUMO energy	0.043	hartree
energy above the lowest of the compared OMol25 structures with the same formula, charge and spin	109.5	kJ/mol
total energy	-272.67630	a.u.
E_HOMO	-8.74	eV

Element x y z (Å)
C (1.546, -0.696, 0.794)
C (1.098, -0.278, -0.583)
C (0.264, 0.965, -0.826)
C (-0.506, 1.488, 0.343)
C (-1.422, 0.616, 0.768)
C (-1.464, -0.625, -0.098)
C (-0.317, -0.414, -1.087)
H (2.043, -1.672, 0.761)
H (2.251, 0.033, 1.221)
H (0.697, -0.761, 1.478)
H (1.842, -0.468, -1.358)
H (0.565, 1.636, -1.627)
H (-0.297, 2.448, 0.814)
H (-2.058, 0.746, 1.641)
H (-1.364, -1.557, 0.479)
H (-2.429, -0.692, -0.618)
H (-0.449, -0.768, -2.104)

4.
The following is a quantum chemistry calculation of a single C7H10 molecule in a non-equilibrium geometry, from OMol25.

Calculated values
multiplicity	1
HOMO-LUMO gap	0.3478	hartree
SMILES	C=C(C)[C@H]1CC1=C
LUMO energy	0.036	hartree
energy above the lowest of the compared OMol25 structures with the same formula, charge and spin	361.9	kJ/mol
total energy	-272.58014	a.u.
E_HOMO	-8.47	eV

Element x y z (Å)
C (-0.064, 0.751, 2.049)
C (0.088, 0.054, 0.925)
C (1.292, -0.834, 0.728)
C (-0.674, 0.594, -0.227)
C (0.032, 1.142, -1.440)
C (-0.729, -0.109, -1.538)
C (-1.186, -1.348, -1.637)
H (-0.920, 1.403, 2.207)
H (0.760, 0.833, 2.743)
H (1.721, -1.118, 1.695)
H (1.111, -1.751, 0.154)
H (2.045, -0.247, 0.193)
H (-1.596, 1.098, 0.075)
H (1.114, 1.023, -1.460)
H (-0.345, 2.058, -1.875)
H (-1.393, -1.724, -0.484)
H (-1.307, -1.912, -2.594)